84
Properties=species:S:1:pos:R:3 method="wB97M-V/def2-TZVPD" orbital_gap_ev=6.26 largest_force_ev_per_a=0.131 homo_energy_ev=-17.72 total_charge=+3 molar_mass_g_mol=603.94 de_lowest_kcal_mol=7.2
Zr 1.632 0.948 -0.668
C -0.850 -3.292 5.178
C -1.292 -1.888 4.706
C -1.202 -0.889 5.885
C -2.732 -1.952 4.208
C -0.342 -1.421 3.646
C -0.727 -1.091 2.382
C 0.283 -0.703 1.486
N 0.214 -0.400 0.227
C -0.824 0.072 -0.617
C -1.682 -0.754 -1.328
C -2.444 -0.211 -2.355
C -2.238 1.143 -2.698
C -1.364 2.000 -2.054
C -0.660 1.451 -0.952
O 0.246 2.188 -0.194
C -1.149 3.445 -2.501
C 0.323 3.608 -2.928
C -2.024 3.792 -3.708
C -1.492 4.417 -1.361
C -3.465 -1.029 -3.132
C -4.841 -0.357 -2.974
C -3.554 -2.467 -2.625
C -3.065 -1.047 -4.617
C 1.728 -0.488 1.971
O 2.437 0.160 1.150
C 2.134 -0.918 3.268
C 1.095 -1.340 4.033
C 3.581 -0.832 3.746
C 3.718 -1.444 5.140
C 4.476 -1.616 2.773
C 4.012 0.643 3.809
H -1.543 -3.620 5.952
H 0.148 -3.310 5.617
H -0.888 -4.016 4.363
H -1.887 -1.228 6.663
H -1.504 0.114 5.581
H -0.210 -0.837 6.335
H -3.376 -2.287 5.019
H -2.847 -2.665 3.389
H -3.098 -0.974 3.890
H -1.751 -1.165 2.045
H -1.746 -1.801 -1.066
H -2.813 1.537 -3.523
H 0.590 2.876 -3.700
H 1.017 3.540 -2.086
H 0.473 4.597 -3.362
H -1.804 3.168 -4.577
H -1.834 4.826 -3.993
H -3.086 3.714 -3.475
H -0.872 4.270 -0.479
H -2.539 4.314 -1.072
H -1.345 5.440 -1.708
H -5.144 -0.316 -1.927
H -5.587 -0.938 -3.517
H -4.858 0.655 -3.378
H -3.859 -2.514 -1.578
H -2.613 -3.009 -2.749
H -4.307 -3.003 -3.201
H -3.033 -0.048 -5.053
H -3.797 -1.624 -5.181
H -2.091 -1.524 -4.759
H 1.309 -1.633 5.051
H 3.405 -2.490 5.163
H 3.160 -0.884 5.894
H 4.766 -1.414 5.434
H 4.185 -2.667 2.725
H 5.506 -1.575 3.126
H 4.463 -1.196 1.767
H 3.365 1.217 4.474
H 4.022 1.117 2.828
H 5.025 0.698 4.206
C 4.470 0.933 -5.311
O 4.230 1.415 -3.945
C 3.287 0.966 -3.222
O 3.136 1.418 -2.044
N 2.425 0.022 -3.644
N 1.427 -0.382 -2.729
H 5.332 1.494 -5.649
H 3.604 1.165 -5.929
H 4.702 -0.130 -5.281
H 2.455 -0.391 -4.566
H 1.493 -1.392 -2.591
H 0.501 -0.190 -3.124

***

9
Properties=species:S:1:pos:R:3 method="wB97M-V/def2-TZVPD" orbital_gap_ev=6.91 smiles=CN([O-])OO largest_force_ev_per_a=4.179 homo_energy_ev=-2.19 total_charge=-1 molar_mass_g_mol=78.05 de_lowest_kcal_mol=181.9
C -1.062 -0.174 0.190
N 0.147 0.343 0.586
O 0.556 1.355 -0.200
O 1.901 -0.517 -0.659
O 1.178 -0.717 0.488
H -1.313 -1.004 0.877
H -1.919 0.605 0.520
H -1.141 -0.418 -0.939
H 1.654 0.528 -0.863

***

119
Properties=species:S:1:pos:R:3 method="wB97M-V/def2-TZVPD" orbital_gap_ev="3.03 / 3.04" largest_force_ev_per_a=3.280 homo_energy_ev="-9.29 / -9.29" total_charge=+1 molar_mass_g_mol=1189.51 de_lowest_kcal_mol=65.3
Sn -0.292 -0.142 1.100
C -1.112 6.955 -1.595
C -0.657 5.604 -1.150
C 0.501 5.446 -0.392
C 0.928 4.200 0.023
C 2.103 4.055 0.921
O 2.096 4.535 2.034
C 3.263 3.286 0.413
C 3.482 3.019 -0.909
C 4.666 2.242 -1.307
C 5.698 1.931 -0.269
C 5.459 2.432 1.081
C 4.280 2.990 1.389
C 0.166 3.043 -0.265
O 0.512 1.875 0.172
C -1.028 3.224 -1.020
C -1.415 4.472 -1.451
C -1.807 1.980 -1.171
N -2.490 1.502 -0.201
C -2.684 2.311 0.975
C -3.773 1.704 1.834
Te -5.765 2.202 1.118
C -5.326 1.920 -0.966
C -5.335 0.639 -1.491
C -5.094 0.447 -2.840
C -4.834 1.526 -3.665
C -4.814 2.804 -3.135
C -5.071 3.004 -1.790
C -1.681 1.254 -2.431
C -2.098 -0.073 -2.525
C -2.019 -0.736 -3.733
C -1.551 -0.082 -4.863
C -1.128 1.234 -4.773
C -1.175 1.897 -3.561
H -0.330 7.691 -1.432
H -1.993 7.260 -1.029
H -1.381 6.944 -2.651
H 1.082 6.314 -0.116
H 3.030 3.255 -2.768
H 4.982 2.335 -2.348
H 6.730 1.814 -0.590
H 6.261 2.335 1.795
H 4.072 3.345 2.387
H -2.331 4.567 -2.017
H -2.926 3.345 0.701
H -1.748 2.344 1.566
H -3.723 2.092 2.848
H -3.655 0.620 1.850
H -5.531 -0.210 -0.852
H -5.116 -0.550 -3.250
H -4.648 1.369 -4.716
H -4.612 3.647 -3.777
H -5.076 4.008 -1.387
H -2.472 -0.554 -1.635
H -2.332 -1.766 -3.805
H -1.518 -0.595 -5.813
H -0.767 1.747 -5.652
H -0.837 2.920 -3.493
N 4.525 -1.948 -6.398
C 3.987 -1.392 -5.291
C 2.849 -0.572 -5.384
C 2.284 -0.048 -4.250
C 2.820 -0.332 -2.988
C 3.989 -1.088 -2.888
C 4.552 -1.617 -4.023
S 1.945 0.399 -1.646
O 4.822 0.958 -0.777
O 2.699 3.513 -1.896
N 1.788 -0.558 -0.396
C 2.033 -1.854 -0.186
N 2.762 -2.605 -1.010
C 2.893 -3.879 -0.707
C 2.310 -4.443 0.418
C 1.571 -3.583 1.225
N 1.438 -2.304 0.944
H 4.176 -1.719 -7.312
H 5.378 -2.475 -6.339
H 2.419 -0.366 -6.354
H 1.394 0.561 -4.313
H 4.450 -1.232 -1.926
H 5.447 -2.215 -3.951
H 3.506 -4.455 -1.387
H 2.429 -5.486 0.656
H 1.070 -3.934 2.116
O -1.630 -1.728 0.322
Si -2.178 -3.218 0.383
C -4.071 -3.325 0.086
C -4.926 -3.809 1.068
C -6.289 -3.896 0.836
C -6.813 -3.498 -0.382
C -5.969 -3.025 -1.371
C -4.606 -2.946 -1.139
C -1.408 -4.259 -1.011
C -1.833 -5.555 -1.277
C -1.272 -6.290 -2.308
C -0.277 -5.735 -3.094
C 0.153 -4.442 -2.847
C -0.419 -3.713 -1.818
C -1.826 -3.921 2.117
C -1.706 -5.282 2.373
C -1.467 -5.750 3.655
C -1.362 -4.863 4.713
C -1.473 -3.502 4.476
C -1.697 -3.047 3.189
H -4.529 -4.126 2.022
H -6.940 -4.277 1.610
H -7.875 -3.562 -0.564
H -6.381 -2.721 -2.323
H -3.952 -2.587 -1.918
H -2.627 -5.989 -0.686
H -1.617 -7.295 -2.500
H 0.151 -6.309 -3.903
H 0.930 -3.995 -3.454
H -0.105 -2.692 -1.638
H -1.808 -5.989 1.564
H -1.370 -6.811 3.834
H -1.203 -5.229 5.717
H -1.398 -2.802 5.297
H -1.795 -1.976 3.011